# 1
Density functional theory data (wB97M-V/def2-TZVPD) for a structure of composition C19H24ClMnNSi in a non-equilibrium geometry.

Geometry as XYZ:
```
47
Properties=species:S:1:pos:R:3:forces:R:3
C -1.20785 1.97440 -1.80138 -0.03 -0.42 -1.78
C -2.47746 1.30279 -2.05259 0.97 1.20 -0.24
C -2.20166 0.20451 -2.92697 1.04 -0.35 -0.53
H -3.45279 1.69757 -1.77196 0.33 -0.18 -0.17
C -0.80331 0.04315 -3.03755 -1.51 0.08 -0.49
C -0.18521 1.12910 -2.35813 -0.91 1.55 0.42
H 0.86800 1.39568 -2.41507 -0.35 -0.28 0.28
H -1.08372 2.97015 -1.38691 0.04 -0.49 0.20
H -2.94848 -0.35423 -3.49606 0.33 -0.10 0.72
H -0.28025 -0.71559 -3.62328 -0.26 0.21 0.36
Mn -1.39302 0.40494 -0.36011 2.28 -1.43 0.12
Cl -2.01910 1.90199 1.17545 -0.46 1.27 1.01
C -2.25033 -1.31517 0.69196 -0.64 -0.44 -1.11
C -1.80491 -2.23717 -0.34669 -1.08 0.01 0.63
C -2.82979 -2.30877 -1.32089 -0.03 0.11 0.83
H -0.91597 -2.87218 -0.27914 -0.36 0.42 -0.16
C -3.86812 -1.40545 -0.96522 0.43 -0.35 0.62
C -3.50820 -0.74201 0.23251 0.12 -1.36 0.30
H -4.10944 -0.05049 0.82568 0.23 -0.22 -0.38
H -1.87225 -1.25786 1.71608 -0.08 0.16 -0.62
H -2.84236 -2.98061 -2.17410 0.12 0.26 -0.01
H -4.79838 -1.27299 -1.50881 0.20 0.18 -0.04
C 0.70249 -2.57743 2.04363 -0.14 -0.47 0.30
Si 0.93165 -0.72752 2.00359 -0.84 0.64 -1.43
C -0.09784 0.17234 3.26524 0.07 -0.15 0.58
C 2.74339 -0.44706 2.40379 0.34 0.14 0.06
N 0.47903 -0.04043 0.41560 -0.73 -1.01 0.75
C 1.50747 0.68736 -0.11823 1.33 1.00 -0.42
C 1.58882 2.09595 0.10604 0.20 -0.75 -0.12
C 2.69912 2.81186 -0.31318 0.06 -0.14 -0.22
C 3.72626 2.16767 -1.01385 0.28 -0.01 -0.15
C 3.64305 0.79516 -1.30115 -0.03 0.33 0.10
C 2.55311 0.05559 -0.86501 -0.57 0.56 0.56
H 1.12448 -2.97033 2.97950 -0.06 0.02 -0.08
H 1.23860 -3.06521 1.21982 -0.09 0.15 0.07
H -0.34853 -2.88656 2.00011 0.21 0.05 -0.04
H 0.20390 -0.13074 4.27502 -0.08 0.07 0.06
H 0.06574 1.25049 3.15617 -0.01 -0.17 0.01
H -1.17267 0.00499 3.15239 0.21 0.06 0.03
H 3.41414 -0.98443 1.71874 -0.18 0.13 0.11
H 3.01520 0.61715 2.37055 -0.05 -0.22 -0.03
H 2.94916 -0.81364 3.42164 -0.10 0.06 -0.18
H 0.75531 2.57173 0.62687 0.24 -0.14 -0.06
H 2.76232 3.88208 -0.09306 0.05 -0.33 -0.13
H 4.60237 2.73698 -1.33716 -0.28 -0.19 0.07
H 4.43681 0.29668 -1.86703 -0.20 0.24 0.19
H 2.46121 -1.01447 -1.06685 0.03 0.31 0.06
```
Positions in Å, forces in eV/Å.

- E_tot: -2693.90074 a.u.
- ⟨S²⟩: 6.224
- Highest occupied orbital energy (spin up / spin down): -0.140 / -0.153 Ha
- Charge: -1
- 2S+1: 5

natural (NBO) atomic charge list, values in e, 2 entries: number 1, C, carries -0.414; number 2, C, carries -0.377

# 2
Density functional theory data (wB97M-V/def2-TZVPD) for the molecule C24H29N5O2.

Geometry as XYZ:
```
60
Properties=species:S:1:pos:R:3:forces:R:3
O -1.23022 -3.57424 0.73337 0.01 -0.51 -0.08
C -1.51526 -2.43158 1.02949 -0.18 0.49 0.28
C -2.76360 -2.08256 1.82272 -0.07 -0.32 -0.11
C -3.99895 -2.35862 0.95679 0.08 0.06 -0.15
C -4.13017 -1.37113 -0.20391 -0.18 -0.02 0.24
C -4.70574 -0.02390 0.23502 0.20 -0.04 -0.38
C -4.39252 1.08580 -0.76556 -0.31 0.04 0.01
N -2.97574 1.36670 -0.77073 -0.10 -0.01 0.31
C -2.25112 1.48286 -1.89498 0.10 0.05 0.33
O -2.66354 1.42521 -3.03105 -0.02 -0.01 -0.42
N -0.88883 1.70115 -1.64188 0.10 0.00 -0.06
C 0.06661 2.01500 -2.70309 -0.20 -0.07 -0.58
C 1.37230 2.41097 -1.97070 0.42 0.14 -0.33
N 1.00263 2.25504 -0.59021 -0.61 -0.20 0.06
C -0.27899 1.83033 -0.43656 0.35 0.08 0.47
N -0.64408 1.62023 0.79994 -0.46 -0.04 -0.20
C 0.48861 1.93684 1.53596 0.53 0.25 -0.16
C 0.69636 1.88940 2.90517 -0.03 0.01 -0.19
C 1.94352 2.25173 3.37946 0.07 -0.01 0.16
C 2.96410 2.65805 2.52377 0.09 0.02 0.05
C 2.78013 2.71291 1.15331 -0.01 0.05 -0.18
C 1.53900 2.34268 0.67121 -0.06 -0.06 0.66
N -0.78076 -1.36944 0.62907 0.13 0.25 0.01
C 0.42399 -1.53295 -0.14563 0.13 -0.13 0.14
C 1.68958 -1.51040 0.72760 -0.16 -0.02 -0.21
C 2.91203 -1.61361 -0.13596 -0.01 0.01 0.12
C 3.25236 -2.82523 -0.72647 0.01 0.04 0.01
C 4.35260 -2.91844 -1.55905 0.02 -0.08 -0.06
C 5.12794 -1.79976 -1.81596 0.10 0.01 -0.07
C 4.79920 -0.58997 -1.23000 0.07 0.06 -0.07
C 3.69769 -0.49912 -0.39633 -0.03 0.01 -0.01
H -2.79362 -2.73164 2.69943 0.08 0.07 0.02
H -2.73730 -1.04420 2.15313 0.00 0.07 0.06
H -4.89891 -2.31791 1.57430 -0.03 -0.06 0.03
H -3.90539 -3.37218 0.56337 -0.05 -0.03 0.09
H -4.77701 -1.79724 -0.97269 0.03 0.02 -0.08
H -3.14734 -1.21853 -0.65347 0.01 -0.01 -0.10
H -5.78738 -0.10434 0.35259 -0.03 0.03 0.09
H -4.28947 0.26314 1.20323 -0.05 0.03 0.13
H -4.66982 0.79397 -1.78084 -0.04 0.06 0.09
H -4.94647 1.99510 -0.49995 0.01 -0.10 -0.13
H -2.50290 1.45428 0.12193 -0.01 0.01 -0.05
H 0.20219 1.13749 -3.34136 0.04 0.16 0.05
H -0.33164 2.82341 -3.32138 0.11 -0.11 0.05
H 1.66841 3.44303 -2.18401 -0.03 -0.13 -0.01
H 2.20251 1.74523 -2.22856 -0.10 0.09 0.00
H -0.09275 1.57816 3.57074 -0.10 -0.04 0.08
H 2.13332 2.22067 4.44165 0.02 0.00 0.09
H 3.92148 2.93502 2.93806 0.08 0.03 0.03
H 3.56963 3.03118 0.48908 0.10 0.02 -0.04
H -0.98990 -0.43439 0.95771 -0.11 -0.15 -0.02
H 0.35006 -2.49654 -0.65546 0.03 0.16 -0.05
H 0.47570 -0.73743 -0.89544 0.03 -0.06 -0.02
H 1.71178 -0.58617 1.30994 0.01 -0.03 0.04
H 1.64078 -2.35380 1.41889 -0.03 0.03 0.06
H 2.65151 -3.69985 -0.52455 -0.08 -0.12 0.03
H 4.60827 -3.86668 -2.00869 0.02 -0.08 -0.03
H 5.98794 -1.87220 -2.46529 0.07 -0.01 -0.05
H 5.40514 0.28501 -1.41919 0.06 0.07 -0.01
H 3.45206 0.44349 0.07202 -0.03 0.06 0.07
```
Positions in Å, forces in eV/Å.

- E_tot: -1356.31149 a.u.
- SMILES: O=C(CCCCCNC(=O)N1CCn2c1nc1ccccc12)NCCc1ccccc1
- Highest occupied orbital energy: -0.310 Ha

natural (NBO) atomic charge list, values in e, 2 entries: number 1, O, carries -0.645; number 2, C, carries 0.683

# 3
Density functional theory data (wB97M-V/def2-TZVPD) for a cluster of 2 separate species, C3H10OS in total in a non-equilibrium geometry.

Geometry as XYZ:
```
15
Properties=species:S:1:pos:R:3:forces:R:3
C 1.89406 0.78193 1.09011 3.51 0.73 -0.20
C 0.74197 0.42144 0.27564 -1.35 0.37 -0.88
S 0.94609 0.90019 -1.48687 -0.15 -1.30 0.54
C -0.08799 -0.40365 -2.16154 0.29 0.26 -0.75
H 1.97083 0.30336 2.09165 -0.18 0.20 -0.94
H 2.78005 0.53216 0.42089 -0.52 -0.49 1.44
H 2.12315 1.84724 1.17830 -0.77 0.12 0.33
H 0.42824 -0.60462 0.46756 -0.04 -0.13 -0.75
H -0.14259 1.04924 0.36817 -0.50 0.20 0.81
H -1.04262 -0.26865 -1.64242 -0.17 -0.10 -0.25
H 0.34191 -1.36604 -1.78195 -0.29 0.66 -0.82
H -0.18290 -0.24441 -3.28272 0.14 -0.58 1.52
H -3.09428 -0.20732 1.35016 0.03 -1.36 0.26
H -3.75913 -1.56432 1.66526 -0.50 -0.21 0.14
O -2.91678 -1.17654 1.44774 0.52 1.64 -0.45
```
Positions in Å, forces in eV/Å.

- E_tot: -593.38208 a.u.
- ⟨S²⟩: 0.753
- Highest occupied orbital energy (spin up / spin down): -0.538 / -0.538 Ha
- Charge: +1
- 2S+1: 2

natural (NBO) atomic charge list, values in e, 2 entries: number 1, C, carries -0.660; number 2, C, carries -0.531

# 4
Density functional theory data (wB97M-V/def2-TZVPD) for the ion C4H6NO3S with charge -1 in a non-equilibrium geometry.

Geometry as XYZ:
```
15
Properties=species:S:1:pos:R:3:forces:R:3
C -0.53869 -1.05357 -1.00441 0.35 -1.49 -0.31
C 0.18476 0.51263 0.94096 -1.63 0.14 1.17
C 1.47944 -0.09549 0.45436 1.19 -1.28 0.60
C 0.25963 -0.03689 -0.44308 2.25 2.38 0.88
N -1.60004 -0.53836 -1.64642 -0.34 -1.80 1.25
O 0.28565 1.19813 -3.16246 0.01 0.03 0.53
O -0.28367 -2.26331 -0.99947 -0.27 0.16 -0.01
O -0.88458 2.40185 -1.40153 -1.65 0.72 0.45
S 0.34913 1.75093 -1.78916 2.00 -1.72 0.00
H -0.38299 -0.13443 1.75861 1.16 1.47 -1.75
H -0.06476 1.62368 0.95891 0.67 -1.39 0.38
H 2.38389 0.49026 0.15156 -1.10 -0.05 0.25
H 1.87336 -1.03858 1.04763 -1.27 1.61 -1.47
H -1.63017 0.40314 -1.85455 -0.22 2.20 -0.55
H -1.97438 -1.18952 -2.25852 -1.14 -0.98 -1.40
```
Positions in Å, forces in eV/Å.

- E_tot: -834.68969 a.u.
- Highest occupied orbital energy: -0.136 Ha
- Charge: -1

natural (NBO) atomic charge list, values in e, 2 entries: number 1, C, carries 0.633; number 2, C, carries -0.423

The following energy relative to the best compared isomer or geometry (same formula, charge and spin) values (in kcal per mole) correspond, in order, to the records above: 0.0 1.6 12.9 50.1.